Record 1
{"formula": "C38H46FN10O3Se2V", "method": "ωB97M-V/def2-TZVPD", "s2": 0.7681, "spin_multiplicity": 2, "e_lumo_ev": [-2.386, -2.386], "gap_ev": [6.59, 5.91], "total_charge": 1, "e_homo_ev": [-8.972, -8.294], "e_above_lowest_ev": 0.275, "symbols": ["V", "Se", "Se", "C", "C", "C", "C", "C", "N", "C", "C", "C", "C", "C", "N", "H", "H", "H", "H", "H", "H", "H", "H", "C", "C", "C", "C", "C", "C", "C", "F", "C", "C", "C", "O", "C", "C", "N", "C", "C", "O", "O", "H", "H", "H", "H", "H", "H", "H", "H", "H", "H", "H", "C", "N", "C", "N", "C", "N", "C", "N", "C", "C", "H", "H", "H", "H", "H", "H", "H", "H", "H", "H", "H", "H", "C", "C", "C", "C", "C", "N", "H", "H", "H", "H", "H", "H", "H", "H", "H", "C", "N", "C", "C", "N", "H", "H", "H", "H", "H", "H"], "xyz": [[0.007, 0.192, 0.194], [4.013, 0.853, -0.697], [2.863, 2.225, 0.767], [2.542, 0.802, 2.034], [3.029, 0.929, 3.324], [2.938, -0.161, 4.175], [2.411, -1.343, 3.684], [1.927, -1.359, 2.387], [1.942, -0.301, 1.574], [2.592, 0.659, -1.994], [3.012, 0.653, -3.318], [2.068, 0.729, -4.324], [0.732, 0.828, -3.976], [0.402, 0.769, -2.635], [1.302, 0.659, -1.645], [3.507, 1.847, 3.635], [3.314, -0.100, 5.188], [2.372, -2.242, 4.283], [1.503, -2.265, 1.975], [4.068, 0.644, -3.550], [2.375, 0.746, -5.362], [-0.049, 0.921, -4.717], [-0.632, 0.792, -2.314], [-6.108, 4.066, 2.022], [-5.128, 3.946, 3.175], [-4.851, 5.290, 3.822], [-3.954, 5.118, 5.031], [-2.692, 4.399, 4.645], [-1.530, 4.570, 5.359], [-0.367, 3.902, 4.980], [0.739, 4.100, 5.718], [-0.320, 3.074, 3.901], [-1.491, 2.891, 3.150], [-1.447, 2.006, 1.990], [-0.357, 1.422, 1.743], [-2.640, 1.877, 1.238], [-3.759, 2.548, 1.684], [-3.825, 3.337, 2.753], [-2.668, 3.542, 3.522], [-2.819, 1.145, -0.065], [-3.897, 1.201, -0.645], [-1.791, 0.515, -0.529], [-6.954, 4.662, 2.363], [-6.504, 3.110, 1.687], [-5.660, 4.576, 1.168], [-5.543, 3.274, 3.934], [-5.804, 5.737, 4.106], [-4.384, 5.954, 3.087], [-4.481, 4.537, 5.795], [-3.704, 6.077, 5.484], [-1.505, 5.229, 6.218], [0.588, 2.561, 3.619], [-4.656, 2.424, 1.097], [0.119, -3.268, -1.802], [-0.380, -4.430, -2.535], [-1.602, -4.895, -1.873], [-2.640, -3.861, -1.818], [-2.091, -2.709, -1.106], [-0.867, -2.180, -1.734], [-1.225, -1.817, -3.119], [-1.758, -2.944, -3.882], [-0.742, -4.000, -3.890], [-2.946, -3.449, -3.191], [1.025, -2.891, -2.284], [0.369, -3.577, -0.783], [-1.355, -5.207, -0.855], [-1.992, -5.758, -2.416], [-1.847, -3.034, -0.097], [-2.824, -1.902, -1.058], [-0.330, -1.464, -3.629], [-1.966, -1.015, -3.078], [0.152, -3.628, -4.394], [-1.124, -4.858, -4.445], [-3.343, -4.305, -3.739], [-3.704, -2.664, -3.166], [-3.560, -2.429, 2.765], [-2.081, -2.773, 2.990], [-1.654, -2.432, 4.421], [-1.816, -4.251, 2.677], [-1.291, -1.948, 2.051], [-0.697, -1.331, 1.286], [-4.166, -3.069, 3.408], [-3.855, -2.599, 1.729], [-3.764, -1.388, 3.018], [-2.280, -2.993, 5.117], [-1.772, -1.368, 4.625], [-0.613, -2.705, 4.600], [-2.301, -4.857, 3.443], [-0.750, -4.480, 2.687], [-2.226, -4.534, 1.708], [-2.962, 3.650, -2.998], [-1.560, 4.010, -2.796], [-0.909, 4.939, -3.707], [-0.930, 3.573, -1.723], [-0.371, 3.189, -0.783], [-3.603, 4.527, -2.887], [-3.249, 2.889, -2.275], [-3.093, 3.245, -4.004], [-1.388, 5.919, -3.669], [-0.967, 4.556, -4.727], [0.135, 5.043, -3.424]], "atomic_forces_ev_per_a": [[0.59, 0.27, -0.54], [-0.39, 0.07, -0.01], [0.11, -0.17, 0.14], [0.01, -0.01, -0.20], [0.02, -0.03, 0.06], [0.02, 0.01, 0.06], [-0.02, 0.01, -0.13], [0.05, -0.14, -0.02], [-0.19, 0.37, 0.12], [0.20, 0.15, 0.01], [-0.04, 0.01, -0.04], [0.01, 0.00, -0.10], [0.05, 0.03, 0.12], [-0.06, 0.03, -0.09], [-0.04, -0.24, 0.04], [-0.01, 0.01, -0.01], [0.00, 0.01, -0.01], [0.01, 0.01, 0.02], [-0.02, 0.01, 0.01], [0.01, 0.02, 0.03], [0.01, 0.00, 0.01], [0.00, 0.00, -0.01], [0.01, 0.01, -0.06], [-0.07, 0.04, -0.04], [0.23, -0.18, -0.03], [-0.03, 0.08, -0.06], [0.02, -0.04, 0.06], [0.07, -0.08, -0.08], [0.03, -0.02, 0.00], [-0.01, 0.10, 0.14], [0.01, -0.02, -0.01], [-0.10, -0.02, -0.05], [0.06, -0.11, 0.04], [0.24, -0.06, -0.09], [0.03, -0.02, -0.03], [-0.36, 0.28, 0.17], [0.06, -0.07, -0.10], [0.03, 0.12, 0.15], [-0.35, 0.07, -0.07], [0.47, -0.14, -0.20], [-0.11, 0.05, 0.03], [-0.29, 0.14, 0.20], [0.00, -0.02, -0.01], [0.02, -0.02, 0.01], [0.02, 0.03, 0.02], [-0.02, 0.02, 0.00], [0.01, 0.00, 0.02], [-0.01, 0.00, 0.00], [-0.01, 0.02, 0.01], [-0.01, 0.01, -0.02], [0.02, 0.00, 0.00], [0.00, 0.00, -0.02], [-0.02, 0.00, -0.01], [-0.02, -0.03, 0.10], [-0.03, 0.05, -0.01], [-0.02, -0.03, 0.00], [0.03, 0.05, -0.04], [0.00, -0.02, 0.03], [0.08, 0.05, -0.10], [-0.02, -0.05, 0.00], [0.02, 0.01, 0.07], [0.01, 0.00, -0.02], [-0.01, -0.02, 0.00], [0.00, -0.03, -0.03], [0.01, 0.01, -0.01], [0.00, 0.00, 0.00], [0.01, -0.01, 0.01], [0.01, 0.01, 0.02], [-0.03, -0.03, -0.01], [-0.01, -0.01, 0.01], [-0.01, -0.01, -0.03], [0.00, 0.00, 0.00], [0.00, 0.00, 0.01], [0.00, 0.01, -0.01], [0.00, 0.00, 0.00], [-0.04, -0.03, 0.03], [0.07, 0.22, -0.17], [0.02, -0.02, 0.04], [0.01, -0.06, 0.01], [-0.13, -0.19, 0.06], [-0.20, -0.49, 0.57], [-0.01, 0.02, 0.00], [0.02, -0.02, 0.00], [0.01, 0.01, 0.00], [0.01, 0.01, 0.01], [-0.02, 0.00, 0.00], [0.00, 0.00, -0.01], [-0.01, -0.01, -0.02], [0.00, 0.01, 0.03], [0.00, 0.02, -0.01], [0.12, 0.06, -0.08], [-0.01, -0.28, 0.12], [-0.08, -0.02, 0.03], [0.02, 0.23, -0.03], [-0.02, -0.05, 0.04], [-0.02, -0.01, 0.02], [-0.06, 0.00, 0.00], [-0.01, 0.01, 0.00], [0.01, 0.01, -0.01], [0.01, 0.01, -0.01], [0.01, 0.02, -0.02]], "mulliken_charge": [0.225, -0.009, -0.009, 0.075, -0.714, -0.445, -0.876, -0.481, 0.347, 0.142, -0.959, -0.489, -1.245, -0.921, 0.475, 0.547, 0.463, 0.526, 0.501, 0.446, 0.466, 0.578, 0.907, -1.864, 0.599, -0.965, -1.080, 0.858, -0.741, 0.127, -0.368, -0.703, 0.789, 0.875, -0.077, -0.288, -0.459, 0.384, -1.075, 0.087, -0.864, 1.157, 0.441, 0.503, 0.363, 0.149, 0.360, 0.331, 0.331, 0.466, 0.525, 0.505, 0.770, -0.709, 0.021, -0.737, 0.013, 0.377, 0.878, -0.765, 0.142, -0.680, -0.696, 0.296, 0.137, 0.267, 0.397, -0.932, 0.182, 0.181, 0.002, 0.327, 0.331, 0.353, 0.365, -1.534, 2.015, -1.662, -1.577, -0.336, 0.252, 0.456, 0.294, 0.332, 0.468, 0.334, 0.301, 0.479, 0.324, 0.326, -0.728, 0.122, -0.994, 0.354, -0.432, 0.317, 0.138, 0.318, 0.337, 0.325, 0.331]}

***

Record 2
{"formula": "C38H47As2NRhS", "method": "ωB97M-V/def2-TZVPD", "e_lumo_ev": [-2.712, -3.161], "gap_ev": [6.82, 6.49], "total_charge": 1, "e_homo_ev": [-9.530, -9.652], "e_above_lowest_ev": 2.661, "symbols": ["Rh", "C", "C", "C", "C", "C", "C", "C", "H", "H", "H", "H", "H", "H", "H", "C", "N", "C", "C", "C", "C", "C", "C", "C", "C", "H", "H", "H", "H", "H", "H", "H", "H", "H", "H", "H", "H", "H", "C", "C", "C", "C", "C", "C", "As", "C", "C", "C", "C", "C", "C", "C", "C", "C", "C", "C", "C", "H", "H", "H", "H", "H", "H", "H", "H", "H", "H", "H", "H", "H", "H", "H", "C", "As", "C", "C", "S", "H", "H", "H", "H", "H", "H", "H", "H", "H", "C", "H", "H", "H"], "xyz": [[0.526, -0.158, 0.258], [0.254, -0.612, 2.484], [-0.257, -1.942, 2.363], [0.606, -3.061, 2.306], [0.103, -4.340, 2.274], [-1.270, -4.564, 2.299], [-2.138, -3.479, 2.355], [-1.648, -2.196, 2.383], [1.266, -0.526, 2.874], [-0.449, 0.105, 2.916], [1.674, -2.891, 2.296], [0.784, -5.178, 2.244], [-1.663, -5.568, 2.274], [-3.207, -3.634, 2.390], [-2.335, -1.358, 2.439], [2.194, 2.695, -1.588], [2.701, 3.502, -0.465], [3.878, 4.273, -0.893], [2.973, 2.677, 0.769], [3.567, 1.343, 0.426], [4.952, 1.188, 0.433], [5.516, -0.006, 0.027], [4.693, -1.031, -0.408], [3.316, -0.875, -0.394], [2.706, 0.297, 0.057], [1.787, 3.352, -2.350], [1.408, 2.023, -1.228], [3.001, 2.100, -2.009], [1.936, 4.136, -0.208], [4.707, 3.587, -1.073], [4.169, 5.001, -0.136], [3.664, 4.800, -1.823], [2.002, 2.504, 1.246], [3.614, 3.264, 1.428], [5.590, 1.998, 0.769], [6.587, -0.136, 0.052], [5.116, -1.958, -0.763], [2.706, -1.694, -0.751], [-7.488, -0.194, 0.215], [-6.670, -0.963, 1.026], [-5.298, -0.930, 0.850], [-4.730, -0.147, -0.149], [-5.563, 0.578, -0.989], [-6.932, 0.570, -0.797], [-2.786, -0.282, -0.449], [-3.050, -1.515, -1.945], [-3.149, -2.870, -1.651], [-3.235, -3.813, -2.656], [-3.263, -3.407, -3.980], [-3.258, -2.056, -4.278], [-3.144, -1.114, -3.269], [-2.438, 1.369, -1.421], [-1.384, 1.398, -2.327], [-1.085, 2.558, -3.018], [-1.820, 3.710, -2.795], [-2.821, 3.712, -1.840], [-3.117, 2.550, -1.152], [-8.555, -0.188, 0.371], [-7.100, -1.587, 1.796], [-4.657, -1.534, 1.484], [-5.144, 1.151, -1.806], [-7.566, 1.158, -1.445], [-3.143, -3.192, -0.614], [-3.258, -4.863, -2.407], [-3.296, -4.130, -4.780], [-3.335, -1.737, -5.306], [-3.123, -0.061, -3.526], [-0.798, 0.500, -2.490], [-0.292, 2.554, -3.751], [-1.592, 4.611, -3.344], [-3.387, 4.611, -1.644], [-3.883, 2.565, -0.384], [0.432, 2.540, 4.055], [-0.926, 2.857, 2.673], [-1.291, 4.748, 2.934], [-2.602, 1.963, 3.088], [-0.328, 2.587, 0.674], [-0.074, 2.353, 5.000], [1.032, 3.451, 4.144], [1.078, 1.698, 3.816], [-1.641, 4.895, 3.954], [-2.053, 5.081, 2.231], [-0.385, 5.336, 2.774], [-2.654, 1.731, 4.149], [-2.717, 1.049, 2.499], [-3.402, 2.655, 2.820], [-0.023, -1.882, -1.102], [0.821, -2.572, -1.053], [-0.187, -1.579, -2.137], [-0.895, -2.400, -0.713]], "atomic_forces_ev_per_a": [[-0.81, 0.95, 0.37], [0.80, 0.77, -1.86], [-0.59, -1.51, 0.36], [-0.26, 0.72, -0.02], [-0.12, -0.26, -0.03], [-0.02, 0.22, -0.08], [-0.06, -0.37, -0.08], [0.67, 0.53, 0.10], [-0.06, 0.02, -0.01], [0.14, -0.05, -0.29], [0.08, 0.00, 0.00], [0.04, -0.08, -0.02], [-0.01, -0.13, 0.02], [-0.09, -0.10, -0.01], [0.05, -0.01, 0.04], [-0.56, -0.56, -0.59], [-0.29, 0.32, 0.16], [0.59, 0.47, -0.22], [0.04, -0.73, 0.70], [-0.55, 0.31, 0.14], [-0.10, -0.10, -0.14], [0.19, -0.04, 0.06], [0.04, 0.02, -0.13], [0.18, -0.06, -0.07], [-1.47, -1.82, 0.13], [0.02, 0.20, 0.03], [0.26, 0.23, -0.13], [0.02, 0.04, 0.10], [0.10, -0.06, 0.01], [-0.14, -0.06, 0.09], [-0.12, -0.13, 0.07], [-0.13, -0.06, 0.06], [0.28, 0.29, -0.20], [0.01, 0.10, -0.13], [-0.03, 0.06, 0.00], [0.10, -0.01, -0.02], [0.10, -0.09, 0.01], [0.03, 0.00, 0.12], [-0.07, -0.01, 0.07], [-0.12, -0.01, 0.06], [0.34, -0.02, 0.09], [0.25, 0.07, 0.15], [0.08, 0.11, -0.15], [-0.06, 0.05, -0.05], [-0.35, 0.10, -0.24], [0.05, -0.04, -0.10], [0.03, 0.10, 0.31], [0.01, -0.09, -0.03], [-0.05, 0.03, -0.08], [0.02, -0.05, -0.12], [0.02, 0.27, 0.00], [-0.11, -0.02, 0.01], [-0.01, -0.26, 0.06], [0.10, 0.02, -0.09], [0.11, 0.19, 0.03], [-0.06, 0.05, -0.03], [-0.19, -0.14, 0.18], [-0.11, -0.05, -0.01], [-0.03, -0.02, 0.08], [-0.03, 0.01, 0.05], [-0.04, 0.00, -0.01], [-0.05, 0.01, -0.04], [0.10, -0.07, 0.04], [-0.05, -0.10, 0.03], [-0.06, -0.11, -0.03], [0.03, 0.07, -0.10], [0.01, -0.06, -0.01], [-0.05, 0.03, -0.14], [0.09, 0.01, -0.09], [-0.01, 0.10, -0.10], [0.00, 0.09, 0.03], [-0.05, 0.00, -0.12], [-0.22, -0.01, -0.21], [0.23, 0.69, 0.09], [-0.09, -0.13, 0.12], [0.13, -0.03, -0.07], [0.12, -0.35, 0.35], [-0.01, 0.00, 0.05], [-0.14, -0.12, -0.09], [-0.12, 0.03, -0.09], [-0.04, 0.08, 0.05], [0.01, -0.12, 0.00], [-0.04, -0.22, 0.00], [-0.01, 0.02, 0.06], [0.17, 0.14, 0.02], [0.07, -0.04, 0.02], [1.80, 0.35, 1.44], [-0.07, -0.08, -0.18], [0.03, 0.27, 0.09], [0.10, 0.24, 0.16]], "mulliken_charge": [-0.190, -1.562, 1.143, -0.398, -0.754, -0.496, -0.804, 0.268, 0.594, -0.084, 0.397, 0.411, 0.439, 0.427, 0.211, -0.744, 0.121, -0.834, 0.427, 1.438, -0.407, -0.750, -0.837, 0.013, -0.248, 0.604, -0.256, 0.464, 0.346, 0.389, 0.354, 0.332, -1.201, 0.723, 0.476, 0.398, 0.469, 0.240, -0.576, -0.572, -0.318, 0.606, -0.381, -0.814, 1.276, 0.326, -0.197, -0.791, -0.553, -0.717, -0.241, 0.231, -0.403, -0.848, -0.802, -0.954, -0.598, 0.397, 0.452, 0.161, 0.388, 0.432, 0.350, 0.444, 0.394, 0.423, 0.356, 0.306, 0.633, 0.432, 0.475, 0.637, -1.142, 0.554, -1.205, -0.724, -0.383, 0.449, 0.415, 0.270, 0.432, 0.360, 0.362, 0.492, -0.128, 0.424, -1.535, 0.563, 0.525, 0.199]}

***

Number 1: F_max 0.8 eV/A, DFT total energy -220290.52431 eV. Number 2: F_max 2.3 eV/A, DFT total energy -177169.45703 eV.